[1]
Entry from the OMol25 dataset: 4 unconnected molecules or ions with the total composition C28H54BrIO11 at a distorted geometry (wB97M-V/def2-TZVPD).

Summary:
Frontier orbital gap in eV: 9.4
E_HOMO in eV: -8.81
SMILES: CCOC(=O)CCCCO[C@H](CCCI)CO[C@@H](Br)C[C@H](C)O.CCOC(C)=O.CCOC(C)=O.CCOC(C)=O
2S+1: 1
Electronic energy in a.u.: -4798.60200
LUMO level in Eh: 0.0203

Geometry as XYZ:
```
95
Properties=species:S:1:pos:R:3:forces:R:3
C 3.311 1.617 3.137 -0.1 -0.3 -0.5
C 4.506 1.568 2.180 -0.1 0.1 0.7
O 4.142 1.090 0.873 -0.8 0.1 0.0
C 3.678 -0.199 0.898 0.2 -0.2 0.1
O 4.433 -1.107 1.102 0.1 -0.3 0.1
C 2.207 -0.404 0.620 0.3 0.5 -0.2
C 1.921 -0.245 -0.890 -0.6 0.2 0.1
C 0.762 -1.130 -1.390 0.6 0.3 0.1
C 0.966 -2.629 -1.131 0.0 0.1 -0.6
O -0.209 -3.278 -0.671 0.2 -0.3 0.0
C -0.326 -3.286 0.740 -0.1 0.3 0.3
C 0.573 -4.335 1.398 0.0 -0.5 0.2
C 0.624 -4.292 2.932 -0.4 0.6 0.2
C 1.076 -2.932 3.512 0.0 -0.2 0.0
I -0.357 -2.081 4.890 0.3 -0.1 -0.2
C -1.811 -3.480 1.053 0.8 -0.3 0.2
O -2.380 -2.208 1.286 -0.7 -0.2 -0.4
C -3.776 -2.238 1.358 0.8 0.6 0.1
Br -4.266 -2.923 3.160 0.0 -0.1 -0.1
C -4.243 -0.807 1.143 -0.3 -0.7 0.0
C -5.746 -0.619 0.893 -0.1 1.4 0.5
C -6.083 0.856 1.230 1.0 -1.1 -0.1
O -6.546 -1.485 1.679 0.1 -0.3 -0.5
H 2.428 1.979 2.607 0.0 0.1 0.0
H 3.080 0.617 3.511 -0.1 0.1 0.1
H 3.491 2.285 3.977 0.2 -0.1 0.0
H 5.264 0.895 2.589 0.2 0.1 0.0
H 4.927 2.561 2.064 0.0 -0.2 -0.3
H 1.922 -1.389 0.977 0.3 -0.1 -0.1
H 1.646 0.324 1.206 -0.1 0.1 -0.1
H 2.818 -0.400 -1.491 0.0 -0.2 0.1
H 1.621 0.790 -1.069 0.2 0.0 -0.1
H 0.719 -0.967 -2.465 -0.2 0.0 -0.1
H -0.175 -0.756 -0.971 -0.1 -0.3 0.2
H 1.230 -3.103 -2.077 0.0 -0.1 0.0
H 1.816 -2.813 -0.470 -0.1 0.0 0.1
H -0.044 -2.289 1.106 -0.2 0.0 0.1
H 1.601 -4.281 1.032 -0.1 0.2 -0.2
H 0.196 -5.321 1.104 0.1 0.0 0.0
H 1.303 -5.048 3.326 0.0 -0.1 -0.2
H -0.357 -4.541 3.335 0.0 0.0 0.0
H 2.008 -3.038 4.058 -0.1 0.1 0.1
H 1.226 -2.165 2.760 -0.1 0.0 0.0
H -1.944 -4.127 1.926 -0.1 0.1 0.1
H -2.269 -3.988 0.198 -0.1 0.1 -0.1
H -4.177 -2.946 0.633 -0.2 -0.1 0.1
H -3.884 -0.217 1.987 -0.1 0.1 0.0
H -3.733 -0.462 0.241 0.1 0.1 0.1
H -5.956 -0.751 -0.172 0.0 -0.5 0.0
H -5.976 0.947 2.314 -0.3 0.2 0.0
H -7.061 1.156 0.870 0.0 0.1 0.0
H -5.290 1.466 0.802 -0.3 0.4 -0.1
H -7.138 -0.940 2.192 -0.2 0.1 0.2
O 6.827 3.449 1.778 0.2 0.2 0.0
C 7.766 2.724 1.960 0.2 0.2 -0.2
O 7.901 2.135 3.161 -0.2 -0.1 0.2
C 8.861 1.108 3.425 0.2 -0.1 0.1
C 10.208 1.683 3.808 0.0 0.1 -0.1
C 8.829 2.524 0.909 -0.1 -0.4 -0.2
H 8.927 0.416 2.585 0.0 0.0 0.0
H 8.450 0.545 4.261 -0.1 0.1 0.0
H 10.642 2.267 2.995 0.0 -0.1 0.0
H 10.904 0.884 4.067 0.0 0.0 0.0
H 10.104 2.348 4.666 0.0 -0.1 0.0
H 9.558 3.330 0.990 0.0 0.0 0.0
H 8.352 2.577 -0.067 0.0 0.2 0.0
H 9.341 1.567 0.970 0.1 0.1 0.1
O -5.671 4.046 0.985 0.0 -0.1 -0.1
C -6.536 4.368 0.220 0.1 0.3 -0.1
O -7.017 3.458 -0.651 0.0 -0.3 0.1
C -8.170 3.683 -1.465 -0.1 0.1 -0.2
C -7.821 4.404 -2.750 0.1 0.1 0.0
C -7.041 5.790 0.152 -0.4 0.0 0.2
H -8.948 4.197 -0.899 0.0 0.0 0.0
H -8.554 2.690 -1.694 0.1 0.0 0.1
H -7.420 5.399 -2.557 -0.1 0.0 0.0
H -8.704 4.507 -3.381 0.0 0.0 0.0
H -7.061 3.848 -3.299 0.0 0.0 0.0
H -6.382 6.364 -0.497 0.0 0.0 0.0
H -7.002 6.211 1.154 0.2 0.0 0.0
H -8.065 5.884 -0.201 0.1 0.0 -0.1
O 1.809 -1.800 -4.400 0.1 0.0 0.0
C 1.003 -1.771 -5.289 -0.1 -0.3 0.1
O 0.433 -0.595 -5.605 0.2 0.3 0.0
C -0.400 -0.410 -6.752 -0.2 0.0 -0.1
C -1.841 -0.775 -6.465 0.0 -0.1 0.1
C 0.555 -3.028 -5.993 0.2 0.0 -0.4
H 0.002 -0.949 -7.612 0.0 0.0 0.0
H -0.327 0.650 -6.987 0.1 0.0 0.1
H -1.947 -1.830 -6.212 0.0 0.0 -0.1
H -2.467 -0.565 -7.333 0.0 0.0 0.0
H -2.213 -0.199 -5.618 0.0 0.1 0.0
H -0.241 -3.490 -5.410 0.0 0.0 0.0
H 1.399 -3.711 -6.038 0.0 0.0 0.2
H 0.209 -2.870 -7.012 -0.1 0.0 0.1
```
Positions in Å, forces in eV/Å.

Charges computed using Löwdin, reported in e: atom 1 (C): -0.0566, atom 2 (C): -0.2142, atom 3 (O): -0.0235, atom 4 (C): -0.4945, atom 5 (O): 0.1315, atom 6 (C): -0.0916, atom 7 (C): -0.1550, atom 8 (C): -0.1463, atom 9 (C): -0.1934, atom 10 (O): -0.1010, atom 11 (C): -0.3245, atom 12 (C): -0.1359, atom 13 (C): -0.2817, atom 14 (C): -0.6116, atom 15 (I): 0.7328, atom 16 (C): -0.1606, atom 17 (O): -0.1821, atom 18 (C): -0.6599, atom 19 (Br): 0.6891, atom 20 (C): -0.1645, atom 21 (C): -0.4293, atom 22 (C): -0.0501, atom 23 (O): -0.0837, atom 24 (H): 0.0765, atom 25 (H): 0.0748, atom 26 (H): 0.0788, atom 27 (H): 0.1147, atom 28 (H): 0.0937, atom 29 (H): 0.0773, atom 30 (H): 0.1190, atom 31 (H): 0.1237, atom 32 (H): 0.1165, atom 33 (H): 0.0815, atom 34 (H): 0.1215, atom 35 (H): 0.1184, atom 36 (H): 0.1093, atom 37 (H): 0.1310, atom 38 (H): 0.1159, atom 39 (H): 0.1275, atom 40 (H): 0.1065, atom 41 (H): 0.0665, atom 42 (H): 0.0366, atom 43 (H): 0.0000, atom 44 (H): 0.0965, atom 45 (H): 0.1397, atom 46 (H): 0.1122, atom 47 (H): 0.1224, atom 48 (H): 0.1306, atom 49 (H): 0.1376, atom 50 (H): 0.0948, atom 51 (H): 0.0756, atom 52 (H): 0.0727, atom 53 (H): 0.0779, atom 54 (O): 0.0939, atom 55 (C): -0.5228, atom 56 (O): -0.0013, atom 57 (C): -0.2343, atom 58 (C): -0.0644, atom 59 (C): 0.0184, atom 60 (H): 0.1150, atom 61 (H): 0.1235, atom 62 (H): 0.0674, atom 63 (H): 0.0816, atom 64 (H): 0.0837, atom 65 (H): 0.0961, atom 66 (H): 0.0937, atom 67 (H): 0.0712, atom 68 (O): 0.1093, atom 69 (C): -0.5237, atom 70 (O): -0.0164, atom 71 (C): -0.2367, atom 72 (C): -0.0640, atom 73 (C): 0.0132, atom 74 (H): 0.1137, atom 75 (H): 0.1230, atom 76 (H): 0.0675, atom 77 (H): 0.0820, atom 78 (H): 0.0839, atom 79 (H): 0.0968, atom 80 (H): 0.0919, atom 81 (H): 0.0696, atom 82 (O): 0.0989, atom 83 (C): -0.5231, atom 84 (O): 0.0031, atom 85 (C): -0.2361, atom 86 (C): -0.0636, atom 87 (C): 0.0171, atom 88 (H): 0.1123, atom 89 (H): 0.1227, atom 90 (H): 0.0683, atom 91 (H): 0.0813, atom 92 (H): 0.0840, atom 93 (H): 0.0979, atom 94 (H): 0.0920, atom 95 (H): 0.0699

***

[2]
Entry from the OMol25 dataset: 2 unconnected molecules or ions with the total composition C28H54ClN3O7S at a distorted geometry (wB97M-V/def2-TZVPD).

Summary:
Frontier orbital gap in eV: 5.5
E_HOMO in eV: -7.45
2S+1: 1
Electronic energy in a.u.: -2647.65461
LUMO level in Eh: -0.0724

Geometry as XYZ:
```
94
Properties=species:S:1:pos:R:3:forces:R:3
C 4.264 -2.222 1.699 0.4 -1.1 -0.7
O 3.094 -1.516 2.254 1.7 -0.4 1.0
C 3.104 -1.500 3.728 -0.6 0.2 1.5
C 2.410 -2.845 4.362 0.3 -0.5 0.3
C 1.260 -3.524 3.411 0.8 -0.1 -0.1
C -0.082 -2.569 3.193 0.5 -0.7 0.7
C -0.538 -2.550 1.616 0.0 -0.7 0.2
C -1.844 -1.615 1.286 0.0 -0.3 0.3
C -1.491 -0.027 1.030 -0.9 0.1 0.2
C -1.337 0.351 -0.592 0.3 0.5 1.4
C 0.096 -0.215 -1.149 -0.2 -0.1 0.3
C 0.837 0.728 -2.264 0.6 1.0 -1.3
C 1.799 -0.170 -3.271 -0.2 0.5 -0.3
C 2.557 -1.426 -2.551 0.6 -0.4 -1.6
C 1.925 -2.829 -3.156 0.9 -0.9 0.4
C 1.424 -3.894 -2.016 -1.2 -0.2 -1.4
O 1.686 -5.258 -2.584 -2.4 0.6 0.5
C -0.287 1.444 -3.250 -1.1 -2.1 1.4
N 0.326 2.245 -4.386 -1.0 0.2 -1.1
C 1.226 3.377 -3.954 2.0 2.7 -0.2
C 2.277 3.040 -2.753 0.8 -0.3 0.0
C 1.785 1.921 -1.661 0.6 -0.4 1.3
C 1.191 2.685 -0.336 0.6 0.8 0.4
C 0.195 3.947 -0.638 -0.2 1.0 1.0
C -1.069 4.079 0.444 -0.8 0.0 -0.8
C -2.456 4.285 -0.455 -0.2 0.7 -0.1
C -3.820 4.393 0.445 -0.4 0.2 -0.1
C -4.354 2.979 1.078 -0.4 0.5 0.1
C -4.905 1.890 -0.019 1.1 -0.8 0.6
S -6.768 2.133 -0.343 0.9 -2.7 -0.1
C -7.449 0.377 -0.386 -3.7 -1.2 0.5
N -8.948 0.258 -0.173 7.4 -3.5 -1.1
N -9.139 -1.141 -0.210 5.4 -1.5 -1.3
C -7.836 -1.900 -0.477 -4.5 4.8 1.2
O -6.747 -0.919 -0.594 -4.6 1.3 0.9
H 4.994 -2.665 2.510 -1.5 0.9 -1.4
H 4.912 -1.556 0.969 -1.5 -0.9 1.6
H 3.854 -3.123 1.037 0.8 1.7 1.4
H 4.183 -1.396 4.184 -2.0 -0.3 -1.1
H 2.494 -0.550 4.112 1.2 -1.9 -1.2
H 1.951 -2.617 5.440 1.0 -0.3 -2.4
H 3.286 -3.619 4.557 -1.9 1.5 -0.5
H 0.984 -4.565 3.905 0.4 2.2 -1.1
H 1.786 -3.774 2.373 -1.3 0.6 2.1
H -0.912 -3.037 3.910 1.5 1.1 -1.8
H 0.164 -1.507 3.644 -0.5 -1.9 -1.2
H 0.409 -2.268 0.964 -2.0 -0.4 1.3
H -0.816 -3.670 1.322 0.6 2.3 0.6
H -2.595 -1.723 2.204 1.7 0.4 -1.9
H -2.436 -2.062 0.353 1.3 1.1 1.8
H -0.541 0.340 1.653 -1.9 -1.0 -1.5
H -2.403 0.585 1.498 1.9 -1.1 -1.2
H -1.348 1.523 -0.634 0.0 -2.1 0.0
H -2.283 -0.029 -1.170 1.9 0.6 1.0
H 0.797 -0.346 -0.198 -1.3 0.3 -2.2
H -0.078 -1.284 -1.604 0.5 2.0 0.8
H 1.080 -0.512 -4.160 1.6 0.2 1.9
H 2.639 0.485 -3.810 -1.9 -1.1 1.3
H 2.614 -1.385 -1.384 -0.5 0.0 -2.2
H 3.689 -1.405 -2.931 -2.5 0.0 1.0
H 1.038 -2.675 -3.904 1.7 0.0 1.5
H 2.780 -3.384 -3.778 -1.9 1.2 1.5
H 1.922 -3.773 -0.964 -0.9 -0.2 -2.1
H 0.234 -3.815 -1.982 2.6 0.1 0.6
H 0.778 -5.694 -2.751 2.3 1.1 0.5
H -1.024 2.161 -2.692 1.5 -1.4 -1.0
H -0.907 0.547 -3.721 1.2 2.1 0.8
H 0.788 1.640 -5.131 -0.4 0.7 1.5
H -0.496 2.695 -4.891 1.3 -0.7 0.6
H 0.586 4.350 -3.695 1.1 -2.5 -0.5
H 1.865 3.681 -4.915 -1.5 -0.7 2.1
H 2.540 4.029 -2.148 -0.8 -2.0 -1.5
H 3.313 2.703 -3.241 -2.4 0.6 1.0
H 2.783 1.377 -1.291 -2.2 1.1 -0.8
H 0.664 1.994 0.447 1.1 1.0 -1.7
H 2.142 3.140 0.229 -2.1 -1.1 -1.2
H 0.817 4.956 -0.525 -1.3 -2.2 -0.5
H -0.298 3.960 -1.698 1.1 -0.2 1.9
H -1.183 3.093 1.108 0.4 2.2 -1.4
H -0.964 5.051 1.130 -0.1 -2.4 -1.4
H -2.574 3.458 -1.300 0.3 1.5 1.9
H -2.347 5.315 -1.047 -0.2 -2.2 1.3
H -3.612 5.177 1.303 -0.4 -1.7 -1.6
H -4.732 4.846 -0.176 2.1 -0.9 1.1
H -3.510 2.486 1.721 -1.6 0.9 -1.2
H -5.268 3.229 1.788 2.0 -0.6 -1.3
H -4.302 1.923 -1.047 -1.4 -0.1 2.3
H -4.798 0.820 0.500 -0.2 2.3 -1.4
H -7.849 -3.076 -0.522 0.8 2.9 0.0
O 6.984 -1.428 5.355 -0.2 -0.2 -0.1
Cl 6.561 -2.813 5.425 0.7 -0.1 0.6
O 5.182 -2.875 5.868 0.0 0.0 -0.1
O 7.403 -3.529 6.363 -0.4 0.2 -0.4
O 6.674 -3.419 4.112 -0.2 0.1 -0.1
```
Positions in Å, forces in eV/Å.

Charges computed using Löwdin, reported in e: atom 1 (C): -0.1124, atom 2 (O): -0.2921, atom 3 (C): -0.2102, atom 4 (C): -0.1856, atom 5 (C): -0.2095, atom 6 (C): -0.2029, atom 7 (C): -0.2246, atom 8 (C): -0.2091, atom 9 (C): -0.1950, atom 10 (C): -0.1877, atom 11 (C): -0.1210, atom 12 (C): -0.3229, atom 13 (C): -0.1591, atom 14 (C): -0.1732, atom 15 (C): -0.1788, atom 16 (C): -0.2275, atom 17 (O): -0.1588, atom 18 (C): -0.0913, atom 19 (N): 0.0010, atom 20 (C): -0.1402, atom 21 (C): -0.1266, atom 22 (C): -0.2306, atom 23 (C): -0.1487, atom 24 (C): -0.2029, atom 25 (C): -0.1793, atom 26 (C): -0.2316, atom 27 (C): -0.2150, atom 28 (C): -0.2557, atom 29 (C): -0.4700, atom 30 (S): 0.8505, atom 31 (C): -0.4542, atom 32 (N): -0.0194, atom 33 (N): -0.0505, atom 34 (C): -0.0557, atom 35 (O): -0.1061, atom 36 (H): 0.0936, atom 37 (H): 0.0919, atom 38 (H): 0.0863, atom 39 (H): 0.1151, atom 40 (H): 0.1246, atom 41 (H): 0.1298, atom 42 (H): 0.1101, atom 43 (H): 0.1141, atom 44 (H): 0.1014, atom 45 (H): 0.1177, atom 46 (H): 0.1090, atom 47 (H): 0.0953, atom 48 (H): 0.1220, atom 49 (H): 0.1192, atom 50 (H): 0.1127, atom 51 (H): 0.1249, atom 52 (H): 0.0875, atom 53 (H): 0.0691, atom 54 (H): 0.1176, atom 55 (H): 0.1308, atom 56 (H): 0.1270, atom 57 (H): 0.1110, atom 58 (H): 0.1195, atom 59 (H): 0.1154, atom 60 (H): 0.1261, atom 61 (H): 0.1046, atom 62 (H): 0.1293, atom 63 (H): 0.1232, atom 64 (H): 0.1228, atom 65 (H): 0.1117, atom 66 (H): 0.1245, atom 67 (H): 0.1640, atom 68 (H): 0.1882, atom 69 (H): 0.1945, atom 70 (H): 0.1491, atom 71 (H): 0.1542, atom 72 (H): 0.1388, atom 73 (H): 0.1303, atom 74 (H): 0.1663, atom 75 (H): 0.0979, atom 76 (H): 0.1410, atom 77 (H): 0.1238, atom 78 (H): 0.0678, atom 79 (H): 0.1070, atom 80 (H): 0.1289, atom 81 (H): 0.0863, atom 82 (H): 0.1227, atom 83 (H): 0.1219, atom 84 (H): 0.1226, atom 85 (H): 0.0936, atom 86 (H): 0.1157, atom 87 (H): 0.0845, atom 88 (H): 0.0971, atom 89 (H): 0.1414, atom 90 (O): -0.3877, atom 91 (Cl): 0.6321, atom 92 (O): -0.4009, atom 93 (O): -0.3744, atom 94 (O): -0.3975